Run w
One molecule with the formula H2NOP. Source: OMol25; level of theory: the ωB97M-V functional and the def2-TZVPD basis.

Each line ends with the natural charge from an NBO analysis.
Positions of all 5 atoms, in Å:
N -0.0335 0.3049 0.5762  -1.190
O 0.6510 -0.9999 -1.4524  -1.029
P -0.4728 -0.9214 -0.4893  1.404
H 0.6346 0.9524 0.1767  0.415
H -0.7793 0.6640 1.1888  0.401

- Orbital gap: 10.3 eV
- LUMO energy: 0.18 eV

=====

Run x
One molecule with the formula H2NOP. Source: OMol25; level of theory: the ωB97M-V functional and the def2-TZVPD basis.

Each line ends with the natural charge from an NBO analysis.
Positions of all 5 atoms, in Å:
N 2.0621 0.6122 -0.1414  -0.162
O 2.9019 -0.3518 0.2746  -0.331
P 0.5361 -0.0359 -0.5898  0.514
H 0.6186 -1.1083 0.2794  -0.008
H -0.0638 1.0190 0.0452  -0.013

- Orbital gap (alpha / beta): 8.4 / 8.4 eV
- LUMO energy (alpha / beta): -1.15 / -1.15 eV

=====

Verdict on stability: run x comes out at the bottom.

=====

Run w
A 2-piece molecular cluster, C4H10NO2 overall. Source: OMol25; level of theory: the ωB97M-V functional and the def2-TZVPD basis.

Each line ends with the natural charge from an NBO analysis.
Positions of all 17 atoms, in Å:
C -0.7157 1.6913 0.6085  -0.026
O -0.4779 3.0075 0.5227  -0.784
C 0.4232 0.8387 -0.0729  -0.055
C -0.2011 -0.4029 -0.7200  -0.335
C -1.0498 -1.4809 -0.0592  -0.621
O 2.2853 -1.9258 -0.9924  -0.557
N 1.2801 0.1545 0.8865  -0.841
H -1.6877 1.4182 0.1098  0.087
H -0.7443 1.3938 1.6593  0.140
H 1.0846 1.3287 -0.8528  0.188
H 0.7337 -0.8177 -1.1873  0.240
H -2.0192 -1.0885 0.2665  0.209
H -1.2543 -2.1504 -0.8844  0.203
H -0.4349 -2.0560 0.6345  0.223
H -0.8678 -0.0575 -1.5281  0.191
H 1.9790 0.7812 1.2656  0.353
H 1.6666 -0.6343 0.3437  0.385

- Orbital gap: 3.9 eV
- LUMO energy: 0.64 eV
- Net charge: -1

=====

Run x
A 2-piece molecular cluster, C4H10NO2 overall. Source: OMol25; level of theory: the ωB97M-V functional and the def2-TZVPD basis.

Each line ends with the natural charge from an NBO analysis.
Positions of all 17 atoms, in Å:
C 0.0007 0.7654 2.4496  0.518
N 0.2815 -0.3115 1.7185  -0.632
C -0.3873 -1.5541 2.0307  -0.419
O -0.6558 0.8129 3.4895  -0.706
H 0.4077 1.6864 2.0153  0.100
H 0.5172 -0.1453 0.6929  0.483
H -0.4955 -1.6513 3.1109  0.200
H 0.2251 -2.3826 1.6798  0.191
H -1.3811 -1.5957 1.5845  0.180
C 0.7878 0.1242 -2.1355  0.004
O 0.8531 -0.0267 -0.7974  -0.980
C -0.4169 0.9683 -2.5857  -0.635
H 0.7245 -0.8492 -2.6780  0.078
H 1.6975 0.6107 -2.5611  0.081
H -0.5309 1.0202 -3.6703  0.165
H -0.3075 1.9805 -2.1988  0.183
H -1.3202 0.5477 -2.1451  0.188

- Orbital gap: 7.5 eV
- LUMO energy: 4.05 eV
- Net charge: -1

=====

Run y
An isolated ion of composition C4H10NO2 and charge -1. Source: OMol25; level of theory: the ωB97M-V functional and the def2-TZVPD basis.

Each line ends with the natural charge from an NBO analysis.
Positions of all 17 atoms, in Å:
C 1.0306 2.2038 0.1330  -0.633
C 0.1726 0.9877 -0.1538  -0.103
C 0.4697 0.1999 -1.5292  -0.025
O 0.2771 -1.1365 -1.3915  -0.970
N 0.2096 -0.0064 0.9091  -0.693
C -1.0886 -0.5899 1.2372  0.103
O -1.1178 -1.9554 0.8182  -0.797
H 0.4784 3.0719 0.4717  0.187
H 1.7909 2.4596 -0.6052  0.194
H 1.5336 2.0353 1.0936  0.216
H -0.8714 1.2700 -0.2939  0.154
H -0.1741 0.6834 -2.2977  0.094
H 1.5338 0.3804 -1.8281  0.084
H -0.7592 -1.9266 -0.1017  0.513
H 0.7040 -0.8048 0.5074  0.403
H -1.2334 -0.6969 2.3126  0.140
H -1.8188 -0.0667 0.6450  0.134

- Orbital gap: 7.3 eV
- LUMO energy: 4.19 eV
- Net charge: -1

=====

Run z
A 2-piece molecular cluster, C4H10NO2 overall. Source: OMol25; level of theory: the ωB97M-V functional and the def2-TZVPD basis.

Each line ends with the natural charge from an NBO analysis.
Positions of all 17 atoms, in Å:
C -0.1848 -0.2064 2.0460  -0.421
N -1.0470 0.9487 1.6679  -0.692
C -0.5418 1.5975 0.3862  0.124
O -0.7008 0.8140 -0.6826  -0.926
H -0.2161 -0.9912 1.2791  0.193
H -0.5396 -0.6456 2.9439  0.160
H 0.8201 0.1771 2.2043  0.181
H -1.9887 0.5851 1.4566  0.330
H 0.4847 1.9055 0.6128  0.076
H -1.0913 2.5608 0.2686  0.087
O 1.5400 -1.3360 -0.1434  -0.651
C 1.1230 -0.6524 -1.0847  0.462
C 0.3353 -1.1812 -2.2447  -0.705
H 1.4547 0.4255 -1.1228  0.126
H 1.0970 -1.3491 -3.0106  0.193
H -0.3925 -0.4648 -2.6533  0.255
H -0.1522 -2.1875 -1.9234  0.206

- Orbital gap: 7.4 eV
- LUMO energy: 4.28 eV
- Net charge: -1

=====

Verdict on stability: run w comes out at the bottom.

=====

Run w
An isolated ion of composition C4H10NO2 and charge -1. Source: OMol25; level of theory: the ωB97M-V functional and the def2-TZVPD basis.

Each line ends with the natural charge from an NBO analysis.
Positions of all 17 atoms, in Å:
C 0.4520 -2.0077 -0.0075  -0.421
N 1.1646 -0.7782 0.4322  -0.672
C 0.3392 0.4872 0.2263  -0.116
C -1.0805 0.4829 0.8317  -0.078
O -1.5981 1.9641 0.8192  -0.785
C 0.4660 0.9301 -1.3259  -0.050
O 1.5967 0.4646 -1.9674  -0.979
H -0.2058 -2.4061 0.8469  0.157
H 1.1632 -2.8349 -0.0555  0.185
H -0.1330 -1.9302 -0.9624  0.186
H 1.9879 -0.5012 -0.1004  0.409
H 0.8818 1.2158 0.8098  0.179
H -0.8313 0.0976 1.8124  0.173
H -1.9966 0.0278 0.3354  0.179
H -2.0669 2.2553 1.6299  0.454
H 0.3056 2.0161 -1.5065  0.112
H -0.4448 0.5166 -1.8182  0.066

- Orbital gap: 5.8 eV
- LUMO energy: 3.61 eV
- Net charge: -1

=====

Run x
An isolated ion of composition C4H10NO2 and charge -1. Source: OMol25; level of theory: the ωB97M-V functional and the def2-TZVPD basis.

Each line ends with the natural charge from an NBO analysis.
Positions of all 17 atoms, in Å:
C -0.8249 -0.6399 0.2845  -0.200
C -0.0738 -0.2372 1.5832  -0.474
C 0.8451 1.0485 1.6616  -0.016
O 1.8319 0.7589 0.7971  -0.910
N -0.0593 -0.0549 -0.7983  -0.762
C -0.3542 -0.5868 -2.1065  0.117
O -0.2237 0.4324 -3.1939  -0.769
H -0.7969 -1.8025 0.1883  0.138
H -1.8965 -0.2380 0.1869  0.143
H -0.6675 -0.3666 2.5260  0.167
H 0.8147 -0.9118 1.6979  0.209
H 0.0923 2.0275 1.7528  0.057
H 1.2779 1.1843 2.7673  0.086
H 0.6596 0.5403 -0.2993  0.455
H -1.3924 -0.9023 -2.0803  0.144
H 0.3553 -1.4295 -2.1340  0.136
H 0.4123 1.1778 -2.8334  0.478

- Orbital gap: 7.0 eV
- LUMO energy: 4.00 eV
- Net charge: -1

=====

Run y
An isolated ion of composition C4H10NO2 and charge -1. Source: OMol25; level of theory: the ωB97M-V functional and the def2-TZVPD basis.

Each line ends with the natural charge from an NBO analysis.
Positions of all 17 atoms, in Å:
C 0.4733 0.1234 -1.2068  -0.265
C 1.0054 0.6663 0.1533  0.090
C 1.3748 -0.4992 1.1220  -0.667
O 0.1904 1.6381 0.6332  -0.810
N -0.7414 -0.8682 -1.0455  -0.692
C -1.9488 -0.1211 -0.4729  0.087
O -1.7714 0.0434 0.8858  -0.947
H 1.0445 -0.7220 -1.7475  0.187
H 0.1735 0.9700 -1.8515  0.192
H 1.9900 1.1387 0.0891  0.134
H 0.5724 -0.6618 1.8604  0.232
H 1.6081 -1.4485 0.6015  0.193
H 2.1109 -0.0561 1.7968  0.192
H -0.6925 1.0407 0.9923  0.498
H -0.4514 -1.5418 -0.3562  0.340
H -2.9470 -0.5988 -0.4647  0.134
H -1.9909 0.8969 -0.9892  0.102

- Orbital gap: 7.5 eV
- LUMO energy: 4.23 eV
- Net charge: -1

=====

Run z
A 2-piece molecular cluster, C4H10NO2 overall. Source: OMol25; level of theory: the ωB97M-V functional and the def2-TZVPD basis.

Each line ends with the natural charge from an NBO analysis.
Positions of all 17 atoms, in Å:
C -0.2317 -1.1900 0.0803  -0.036
O -0.7081 -0.2974 0.9877  -0.882
C 1.3059 -1.2442 0.0739  -0.239
N 1.8392 -2.0181 -1.0532  -0.860
H -0.5876 -2.2273 0.2665  0.108
H -0.5489 -0.9675 -0.9665  0.109
H 1.6541 -0.2059 0.0900  0.161
H 1.6326 -1.7206 1.0039  0.157
H 1.7148 -1.5122 -1.9228  0.348
H 2.8268 -2.2074 -0.9458  0.334
O -0.1840 1.5731 -1.0755  -0.694
C -0.4997 1.6575 0.1054  0.462
C -1.8771 2.0936 0.5366  -0.707
H 0.2709 1.6772 0.8866  0.105
H -1.8207 3.0651 1.0403  0.181
H -2.2650 1.3527 1.2323  0.253
H -2.5213 2.1712 -0.3399  0.199

- Orbital gap: 7.5 eV
- LUMO energy: 4.35 eV
- Net charge: -1

=====

Verdict on stability: run x comes out at the bottom.

=====

Run w
An isolated ion of composition C8H14NO and charge +1. Source: OMol25; level of theory: the ωB97M-V functional and the def2-TZVPD basis.

Each line ends with the natural charge from an NBO analysis.
Positions of all 24 atoms, in Å:
C -0.9484 1.4139 3.0742  -0.380
C -0.9654 1.1225 1.7932  0.007
C 1.5885 -0.5129 -0.5726  -0.395
C 0.8814 0.6700 -1.3031  -0.424
C 0.6868 -1.4309 0.3680  -0.520
C 0.2896 1.6948 -0.3080  -0.452
C -0.1370 -2.1871 -0.6080  0.313
C -0.8424 1.0311 0.5042  0.176
N -1.2022 -1.7924 -1.1811  -0.648
O -1.8636 0.3861 -0.2726  -0.682
H -1.6066 2.2171 3.4334  0.245
H 2.0252 -1.1861 -1.2448  0.217
H 2.5661 -0.2411 -0.0013  0.249
H 1.8290 1.1363 -1.8263  0.259
H 0.1991 0.2105 -2.0769  0.200
H 1.4231 -2.0698 0.9567  0.266
H 0.0530 -0.9252 1.0683  0.255
H 1.1006 1.9781 0.4024  0.260
H -0.1990 2.4012 -0.9675  0.227
H 0.4080 -2.9896 -1.0945  0.204
H -0.3296 0.9057 3.8810  0.245
H -1.3591 -0.6781 -0.9317  0.443
H -1.4880 -2.1736 -2.0664  0.422
H -2.1091 1.0195 -1.0266  0.512

- Orbital gap: 9.2 eV
- LUMO energy: -3.80 eV
- Net charge: +1

=====

Run x
A 2-piece molecular cluster, C8H14NO overall. Source: OMol25; level of theory: the ωB97M-V functional and the def2-TZVPD basis.

Each line ends with the natural charge from an NBO analysis.
Positions of all 24 atoms, in Å:
C -1.9234 -1.5233 -2.4110  -0.664
C 0.6308 1.1347 -0.1284  0.265
C 1.3456 0.2791 -0.8848  -0.364
C -0.8632 1.1056 0.0036  -0.281
C 0.6023 -0.6626 -1.6479  -0.202
C -1.5113 0.1717 -0.7893  -0.180
C -0.7929 -0.6855 -1.6744  -0.029
O 1.0859 2.3619 0.2609  -0.690
H 1.6554 2.7178 -0.3475  0.491
H 2.4306 0.5014 -0.9977  0.243
H -1.3477 1.8381 0.5874  0.240
H 1.2660 -1.0574 -2.5029  0.248
H -2.5543 0.3413 -0.8914  0.232
H -2.6929 -2.0935 -1.9519  0.245
H -1.4610 -2.2307 -3.1977  0.232
H -2.3013 -0.8850 -3.2559  0.246
C 0.7532 0.2201 3.0427  -0.462
N 0.8189 -0.6344 1.8676  -0.720
H -0.0812 -0.6925 1.3820  0.470
H 1.7710 -0.1639 1.2961  0.504
H 1.1193 -1.5887 2.1614  0.439
H 0.2716 1.2670 2.7498  0.251
H 1.6866 0.5148 3.5504  0.252
H 0.0920 -0.2358 3.7789  0.234

- Orbital gap: 8.7 eV
- LUMO energy: -3.54 eV
- Net charge: +1

=====

Verdict on stability: run w comes out at the bottom.